[1]
Formula: C2H6BNO3
Source: OMol25
Level of theory: the ωB97M-V functional and the def2-TZVPD basis

Positions of all 13 atoms, in Å:
B  1.338  0.154  0.048
C  -1.950  0.384  -0.336
C  0.178  -0.919  -0.136
N  -1.180  -0.704  -0.422
O  -1.672  1.361  0.342
O  2.609  -0.272  -0.052
O  0.983  1.454  0.068
H  -2.887  0.366  -0.841
H  0.295  -1.983  -0.291
H  0.726  -0.565  1.829
H  -1.721  -1.568  -0.549
H  3.178  0.452  0.062
H  0.103  1.841  0.277

Results
**2S+1**: 1
**HOMO level (spin up / spin down)**: -8.5 / -8.7 eV
**LUMO (spin up / spin down)**: -0.48 / -0.48 eV
**Charge**: 0
**Gap between HOMO and LUMO (spin up / spin down)**: 8.0 / 8.3 eV



[2]
Formula: C22H37N3O3
Source: OMol25
Level of theory: the ωB97M-V functional and the def2-TZVPD basis

Positions of all 65 atoms, in Å:
C  -1.730  1.899  -4.054
C  -2.059  1.945  -2.545
C  -2.923  0.763  -1.962
C  -4.169  0.531  -2.901
C  -5.124  1.731  -3.103
C  -2.067  -0.555  -1.994
C  -2.643  -1.807  -1.293
C  -3.427  1.047  -0.485
O  -4.543  0.629  -0.159
N  -2.671  1.679  0.455
C  -3.201  1.853  1.835
C  -1.998  2.463  2.528
O  -1.616  2.290  3.874
N  -0.191  2.398  3.883
C  0.261  2.215  2.703
C  1.703  2.437  2.230
N  2.520  1.212  2.071
C  2.237  0.072  1.420
O  1.239  -0.061  0.724
C  3.272  -1.069  1.509
C  2.588  -2.431  1.821
C  3.554  -3.531  2.306
C  4.303  -4.325  1.217
C  4.813  -3.546  -0.012
C  5.325  -2.117  0.250
C  4.210  -1.051  0.274
C  -0.894  1.704  1.895
C  -1.200  1.874  0.413
H  -1.074  2.726  -4.329
H  -1.215  0.979  -4.329
H  -2.619  1.985  -4.677
H  -1.089  1.995  -2.058
H  -2.547  2.898  -2.331
H  -3.838  0.191  -3.883
H  -4.766  -0.303  -2.528
H  -5.944  1.461  -3.768
H  -5.570  2.053  -2.161
H  -4.620  2.591  -3.542
H  -1.866  -0.827  -3.031
H  -1.079  -0.371  -1.574
H  -1.981  -2.663  -1.427
H  -2.752  -1.655  -0.218
H  -3.619  -2.085  -1.688
H  -4.120  2.433  1.933
H  -3.397  0.868  2.264
H  -1.992  3.539  2.314
H  1.690  2.976  1.282
H  2.204  3.103  2.933
H  3.440  1.250  2.479
H  3.884  -0.827  2.378
H  1.819  -2.289  2.585
H  2.056  -2.789  0.937
H  4.277  -3.094  2.996
H  2.992  -4.245  2.911
H  5.148  -4.829  1.690
H  3.658  -5.131  0.862
H  5.611  -4.129  -0.474
H  4.024  -3.510  -0.766
H  5.914  -2.083  1.168
H  6.018  -1.856  -0.551
H  3.616  -1.165  -0.635
H  4.695  -0.074  0.206
H  -0.968  0.633  2.119
H  -0.645  1.107  -0.124
H  -0.917  2.890  0.135

Results
**2S+1**: 1
**HOMO level**: -9.2 eV
**LUMO**: 0.43 eV
**Charge**: 0
**Gap between HOMO and LUMO**: 9.6 eV



[3]
Formula: F4P2S2
Source: OMol25
Level of theory: the ωB97M-V functional and the def2-TZVPD basis

Positions of all 8 atoms, in Å:
F  1.168  0.994  -0.933
P  1.450  0.160  0.468
F  2.762  -0.522  -0.186
S  0.080  -1.720  0.119
P  -1.462  -0.356  0.125
F  -1.086  0.551  -1.183
F  -0.987  0.738  1.123
S  -3.300  -0.825  0.220

Results
**2S+1**: 1
**HOMO level**: -10.1 eV
**LUMO**: -0.73 eV
**Charge**: 0
**Gap between HOMO and LUMO**: 9.4 eV



[4]
Formula: C7H14N3O
Source: OMol25
Level of theory: the ωB97M-V functional and the def2-TZVPD basis

Positions of all 25 atoms, in Å:
C  2.373  0.657  -0.171
C  2.168  -0.568  -0.815
C  1.092  1.119  0.219
C  3.024  -1.400  -1.563
C  -1.793  0.620  1.891
C  -2.053  -1.193  0.309
C  -1.638  0.212  0.421
N  0.811  -0.879  -0.512
N  0.203  0.154  -0.017
N  -2.217  1.061  -0.452
O  0.676  2.278  0.720
H  3.310  1.354  -0.318
H  3.072  -1.034  -2.611
H  2.668  -2.535  -1.547
H  4.003  -1.335  -1.199
H  -2.809  1.218  1.881
H  -1.795  -0.212  2.525
H  -1.240  1.447  2.231
H  -3.086  -1.362  0.714
H  -1.456  -1.951  0.939
H  -2.042  -1.573  -0.792
H  0.233  -1.669  -0.919
H  -2.540  0.713  -1.363
H  1.475  2.902  0.540
H  -2.440  1.976  -0.111

Results
**2S+1**: 1
**HOMO level**: -13.0 eV
**LUMO**: -2.47 eV
**Charge**: +1
**Gap between HOMO and LUMO**: 10.5 eV



[5]
Formula: C3H5BrClNO
Source: OMol25
Level of theory: the ωB97M-V functional and the def2-TZVPD basis

Positions of all 12 atoms, in Å:
C  0.656  -2.104  0.372
C  2.334  -0.338  0.873
C  -2.678  0.062  1.208
N  1.036  -0.968  0.604
O  0.038  -3.013  0.008
Cl  -1.077  1.044  1.180
Br  -3.242  -0.128  -0.681
H  3.122  -0.947  0.455
H  2.394  0.724  0.491
H  2.513  -0.017  1.845
H  -3.465  0.877  1.554
H  -0.296  0.013  1.442

Results
**2S+1**: 1
**HOMO level**: -7.9 eV
**LUMO**: 0.08 eV
**Charge**: 0
**Gap between HOMO and LUMO**: 7.9 eV



[6]
Formula: C5H13NS
Source: OMol25
Level of theory: the ωB97M-V functional and the def2-TZVPD basis

Positions of all 20 atoms, in Å:
C  1.940  -0.442  -2.465
N  1.654  -0.313  -1.054
C  2.800  0.151  -0.329
C  0.508  0.565  -0.796
C  -0.237  0.161  0.464
C  -1.749  0.244  0.329
S  -2.606  -0.165  1.864
H  2.202  0.533  -2.918
H  1.039  -0.782  -2.977
H  2.748  -1.154  -2.619
H  2.549  0.301  0.725
H  3.131  1.135  -0.714
H  3.631  -0.552  -0.354
H  -0.150  0.537  -1.667
H  0.873  1.588  -0.698
H  0.154  0.807  1.258
H  -0.005  -0.875  0.729
H  -2.056  -0.406  -0.483
H  -2.016  1.258  0.018
H  -1.553  -0.700  2.483

Results
**2S+1**: 1
**HOMO level**: -8.6 eV
**LUMO**: 1.06 eV
**Charge**: 0
**Gap between HOMO and LUMO**: 9.7 eV